55
Properties=species:S:1:pos:R:3 method="wB97M-V/def2-TZVPD" total_charge=+2 s_squared=0.751 total_energy_ev=-76994.829 spin_multiplicity=2 largest_force_ev_per_a=3.2
Yb 0.35648 0.05401 -0.14718
C 2.92841 1.78186 3.44993
C 2.00919 1.56660 2.24653
N 2.09455 0.60377 1.41775
N 3.28232 -0.15250 1.41407
C 3.46028 -0.88801 0.27270
N 4.35641 -1.88318 0.30495
S 2.72647 -0.48827 -1.24754
C 0.93130 2.51945 1.95130
C 0.81474 3.73133 2.67452
C -0.27102 4.55952 2.39645
C -1.19597 4.10248 1.48940
C -0.91730 2.97267 0.74285
N 0.11607 2.19276 0.89594
H 3.31399 0.81697 3.75988
H 2.37404 2.21037 4.29874
H 3.73004 2.41452 3.22070
H 3.91653 -0.20287 2.18725
H 4.87828 -1.96384 1.15701
H 4.53255 -2.30752 -0.56262
H 1.53408 3.98369 3.49316
H -0.35651 5.52285 2.86972
H -2.09226 4.73008 1.45221
H -1.55240 2.62616 -0.03762
C -1.94828 -3.54188 -3.02790
C -1.26017 -3.06671 -1.77112
C 0.03381 -3.69050 -1.42437
C -1.07350 -1.53308 -1.89749
C -1.99711 -0.67249 -1.24731
C -2.00657 0.73427 -1.43024
C -1.12709 1.26598 -2.39360
C -1.36626 2.64869 -2.95248
C -0.12216 0.45906 -3.02280
C -0.18376 -0.90050 -2.78198
H -2.50854 -4.47164 -2.79324
H -1.25882 -3.74922 -3.90829
H -2.76737 -2.83019 -3.39457
H -1.88358 -3.29015 -0.93452
H 0.89248 -3.25754 -1.93382
H -0.14476 -4.75845 -1.54344
H 0.34884 -3.61527 -0.39114
H -2.75189 -1.19222 -0.61990
H -2.78842 1.36139 -0.98772
H -1.60383 2.53664 -4.03776
H -0.57701 3.38235 -2.81385
H -2.27681 3.03983 -2.48653
H 0.56050 0.90264 -3.72780
H 0.58514 -1.54308 -3.22063
O -0.06726 -1.45606 1.11344
N -0.88523 -2.42392 1.50386
C -1.96064 -1.99921 2.09288
C -2.27974 -0.60927 2.23911
N -2.33420 0.53328 2.22764
C -2.78299 -2.97951 2.68304
N -3.43506 -3.78614 3.18243